Record 1
# C37H118N14O37

A 22-piece molecular cluster, C37H118N14O37 overall at a distorted geometry (ωB97M-V/def2-TZVPD, the OMol25 dataset).

Results
- E_tot (hartree) = -5030.8415
- 2S+1 = 1
- frontier orbital gap (eV) = 8.123

```
206
C37H118N14O37 (ωB97M-V/def2-TZVPD)
H 7.040 14.193 19.936
H 11.348 23.147 15.569
C 8.585 13.065 11.098
H 6.805 12.440 20.075
H 14.017 18.432 13.451
H 10.109 21.277 15.219
H 14.136 9.391 17.097
C 12.442 12.376 23.246
H 11.290 13.119 21.651
H 11.066 18.855 15.642
C 7.531 13.248 20.167
H 8.847 15.512 10.549
H 17.708 13.244 20.857
H 6.644 17.289 22.725
H 10.856 12.704 16.138
O 11.874 12.456 12.839
O 15.344 16.803 18.406
O 10.955 14.646 19.687
O 16.479 10.997 19.182
H 12.832 10.888 14.821
H 12.162 12.887 10.733
N 14.696 17.456 16.309
H 8.939 17.342 22.184
N 17.769 13.643 17.580
C 11.219 8.939 20.706
H 16.109 16.122 15.431
O 8.051 9.524 15.092
H 16.301 11.909 18.938
C 14.469 15.492 25.650
N 13.557 15.135 12.642
H 13.086 12.942 21.197
H 15.903 15.119 19.189
H 10.252 14.118 19.302
H 8.206 17.879 14.128
H 9.044 11.234 16.679
H 17.399 15.051 22.864
N 14.731 16.316 26.657
H 10.881 14.852 15.903
H 10.954 17.955 13.875
O 11.988 8.594 19.508
H 8.087 12.826 12.903
H 15.392 14.311 21.790
C 12.138 14.518 18.907
H 12.446 22.935 16.924
H 12.811 14.455 12.661
H 12.968 20.158 12.363
C 10.741 10.475 20.542
H 6.599 16.967 15.646
H 14.554 10.927 15.268
H 14.934 15.845 27.527
C 13.259 9.713 16.535
C 13.652 10.314 15.253
H 9.180 18.260 11.139
H 18.144 15.417 21.262
H 8.640 12.050 19.012
H 11.886 12.834 24.064
N 11.921 18.078 21.287
H 14.716 11.388 20.245
C 16.111 14.821 21.149
C 8.740 17.770 23.167
O 16.071 14.393 19.794
H 12.917 13.966 14.519
H 11.176 15.580 11.279
O 10.215 18.291 19.037
H 12.281 10.273 10.350
H 18.770 13.655 17.712
H 11.523 11.228 20.441
H 8.691 18.856 23.076
H 7.424 18.380 17.562
O 13.700 19.868 18.331
O 10.406 23.429 17.420
O 12.699 18.288 23.383
N 13.952 15.892 24.554
H 8.826 12.259 15.238
H 11.387 20.905 17.756
H 12.300 8.345 15.427
H 11.887 11.444 23.136
C 15.367 20.004 20.250
H 10.358 10.556 18.633
H 12.291 15.497 9.183
H 12.172 8.915 11.897
O 12.595 14.471 22.358
C 9.058 18.009 18.615
O 14.076 9.330 14.387
H 15.022 8.971 19.228
O 9.379 16.121 13.813
O 11.950 9.777 12.257
O 15.418 15.654 13.623
N 8.893 12.908 12.300
H 12.180 16.882 14.571
O 11.961 18.533 15.512
C 12.336 13.181 21.951
O 12.256 8.697 16.319
O 9.141 17.325 11.354
O 9.692 17.361 24.120
C 15.241 9.342 20.229
C 11.971 15.085 17.487
H 7.499 15.385 15.640
N 18.175 12.814 15.738
H 12.241 15.087 21.712
H 11.562 16.962 10.524
H 7.598 16.045 23.814
H 11.761 11.562 13.169
H 13.374 20.698 20.360
O 16.051 13.100 16.249
H 16.109 11.053 21.131
H 14.390 17.264 26.733
H 9.570 23.080 17.102
H 16.719 15.551 16.970
H 11.874 8.936 21.577
H 18.031 12.480 14.795
C 15.442 16.900 17.160
H 10.968 20.174 21.666
C 14.369 15.107 13.634
H 7.312 13.396 22.281
H 6.664 15.195 13.582
H 14.264 9.690 13.517
O 15.051 18.690 20.681
O 9.873 10.694 19.449
O 10.196 20.806 16.050
H 9.245 16.372 12.896
H 14.231 13.037 23.880
O 8.747 14.625 21.645
H 7.372 18.112 25.192
H 12.909 14.937 16.951
H 11.851 16.167 17.550
C 17.264 13.228 16.501
O 6.707 17.701 24.635
H 14.387 21.590 19.171
H 13.381 12.066 11.597
H 10.090 9.428 15.007
N 8.416 18.562 17.620
C 8.505 16.955 14.624
H 9.020 16.789 9.351
H 11.657 7.810 19.063
H 9.137 17.277 15.452
H 8.025 8.623 14.761
O 11.040 14.443 16.757
H 6.824 13.433 10.185
N 8.315 17.027 19.110
O 14.828 14.320 25.703
H 10.674 10.767 11.009
H 13.531 15.238 23.910
H 8.630 16.481 19.899
O 9.359 13.028 10.124
C 11.404 22.850 16.616
N 11.476 19.918 22.501
O 12.838 19.974 13.296
H 15.603 20.692 21.062
C 9.271 10.111 14.782
H 10.387 8.252 20.868
H 9.299 10.453 13.747
O 8.566 12.992 19.185
H 12.763 10.377 17.243
C 8.102 13.412 21.530
H 14.980 17.436 15.340
O 10.731 11.978 15.523
H 13.899 18.015 16.577
C 9.348 16.456 10.335
C 14.099 20.610 19.551
H 10.476 17.882 23.932
H 7.476 16.749 18.620
C 9.418 11.458 15.680
H 13.817 16.851 24.268
C 10.894 16.114 10.372
N 16.260 16.263 16.419
H 19.029 12.632 16.246
N 7.276 13.126 11.035
H 16.164 20.049 19.508
H 12.125 20.876 16.223
C 7.188 16.257 15.064
H 8.882 19.239 17.032
H 10.281 10.783 21.481
H 11.431 20.570 23.271
C 11.293 21.334 16.758
H 8.825 12.616 21.707
H 15.045 18.117 19.911
H 13.153 19.121 18.583
C 12.956 18.561 13.238
H 17.197 13.723 18.409
O 11.332 15.537 9.176
H 11.418 18.404 20.474
H 15.818 15.862 21.282
H 6.711 12.782 11.798
H 12.727 18.085 12.285
H 14.522 14.065 15.260
H 13.040 14.862 19.412
O 16.432 8.545 20.605
C 12.065 18.756 22.408
C 15.595 10.744 20.221
H 14.420 9.126 20.912
C 7.353 17.067 23.523
H 12.288 13.449 18.753
C 11.975 17.905 14.255
O 17.964 13.472 21.754
H 17.050 8.599 19.872
H 13.798 15.553 11.755
H 9.573 14.621 21.156
C 17.454 14.775 21.811
N 13.837 14.378 14.587
H 12.407 17.212 21.469
O 13.841 12.210 23.589
H 9.854 12.801 12.590
O 6.343 16.042 13.898
C 12.298 12.107 11.483
C 11.745 10.699 11.198
```

=====

Record 2
# C37H25BaF2N4O6S3Sb

C37H25BaF2N4O6S3Sb as an isolated structure at a distorted geometry (ωB97M-V/def2-TZVPD, the OMol25 dataset).

Results
- E_tot (hartree) = -3755.6445
- 2S+1 = 1
- net charge = -2
- frontier orbital gap (eV) = 6.387
- relative energy (zero: lowest compared OMol25 entry of this formula, charge and spin) (eV) = 1.013

```
79
C37H25BaF2N4O6S3Sb (ωB97M-V/def2-TZVPD)
C 3.430 3.548 -0.793
H 1.128 6.615 3.421
F -1.398 -0.493 7.313
C 3.457 4.013 -2.099
H -2.181 1.530 -3.294
C -0.423 0.608 -2.489
H 0.054 1.552 -2.253
H -0.314 -2.797 6.774
C 1.023 5.593 3.077
H 0.014 -2.732 -2.087
C 0.707 2.948 2.192
C -1.702 -1.806 -2.998
N -7.813 -0.483 -2.861
C 3.209 -1.336 -3.100
H 3.653 4.216 0.030
C 2.809 1.832 -2.879
H -1.097 5.748 2.768
H -3.308 -0.614 -3.765
H 2.802 -2.446 -6.281
H 3.158 3.506 -4.167
S 2.457 -2.266 0.177
C -0.227 5.109 2.725
C -1.679 0.596 -3.075
H -3.030 -6.489 1.497
C 2.574 -1.704 -4.281
Sb 2.137 -0.661 -1.357
C -0.971 -2.399 6.014
C 2.121 4.764 2.974
N -5.401 -0.655 -2.336
H 2.803 2.792 2.491
C -0.411 3.805 2.280
O -2.019 2.705 0.546
S -2.124 3.446 1.806
O 0.200 0.933 0.461
O -2.686 2.580 2.859
N -4.407 -0.434 -0.090
F -0.562 -4.275 4.689
O -2.758 4.736 1.704
C 0.197 -0.593 -2.167
C -4.910 -0.516 -1.140
Ba -2.351 0.333 1.632
C 3.090 2.229 -0.524
C 1.954 3.457 2.542
C -2.846 -5.421 1.473
C -6.694 -0.549 -2.553
H 3.110 5.117 3.238
C -2.274 -3.370 2.587
C 3.146 3.152 -3.143
O 2.156 0.819 1.903
C -1.606 -1.179 6.148
C -2.312 -0.610 -3.346
C -2.975 -4.708 0.290
C 4.692 -2.253 -5.285
C 2.777 1.366 -1.566
C 4.596 -1.438 -3.025
H -2.824 -2.741 -0.564
C -2.647 -1.317 3.956
H -2.843 0.336 5.356
H -2.213 -2.745 -3.176
C -1.205 -3.072 4.833
H 3.046 1.871 0.498
H 2.568 1.174 -3.706
C -2.014 -2.575 3.820
N -2.371 -2.694 1.433
C -2.728 -3.347 0.331
H -3.266 -5.184 -0.637
O -0.096 0.561 2.838
C 3.312 -2.162 -5.368
S 0.754 1.158 1.808
C -2.413 -0.645 5.167
C 5.336 -1.889 -4.108
H 5.267 -2.609 -6.132
C -0.451 -1.801 -2.395
H 3.709 5.046 -2.304
H 5.109 -1.172 -2.107
H -2.412 -5.272 3.569
H 1.496 -1.631 -4.363
C -2.497 -4.750 2.628
H 6.414 -1.961 -4.034
```